# 1
Here is a cluster of 2 separate species, CH2Cl3P in total in a non-equilibrium geometry from OMol25. Energies are from ωB97M-V/def2-TZVPD.

Last column: natural (NBO) charge in e.
Geometry (Å):
H1 1.33502 -0.79144 0.91762  0.185
Cl1 -1.06935 1.96522 -0.61535  -0.248
C1 1.30955 -0.71112 -0.09845  -0.450
H2 0.87151 -1.39780 -0.70387  0.182
Cl2 -2.42746 0.12065 1.62721  -0.280
P1 -1.88830 0.22872 -0.29401  0.510
Cl3 1.86904 0.58577 -0.83315  0.101

Output
LUMO (alpha / beta)   -0.037 / 0.002 hartree
Orbital gap (alpha / beta)   0.2623 / 0.2985 Eh

***

# 2
Here is the molecule CH2Cl4OP2 in a non-equilibrium geometry from OMol25. Energies are from ωB97M-V/def2-TZVPD.

Last column: natural (NBO) charge in e.
Geometry (Å):
Cl1 -2.76486 1.50501 -1.46427  -0.241
Cl2 0.01410 -2.42412 1.03459  -0.214
P1 0.52986 -0.79413 -0.09380  1.689
H1 2.54320 -0.38971 0.58684  0.235
Cl3 -2.30606 1.12796 1.73420  -0.293
P2 -1.38511 1.47874 -0.07454  1.125
C1 1.68690 0.20875 0.56567  -1.182
H2 1.81520 1.03119 -0.11086  0.244
O1 -0.90433 -0.07165 -0.28878  -1.115
Cl4 0.77110 -1.67204 -1.88907  -0.247

Output
LUMO   0.011 hartree
Orbital gap   0.3424 Eh
SMILES   C=P(Cl)(Cl)OP(Cl)Cl

***

Table of relative energy (zero: lowest compared OMol25 entry of this formula, charge and spin) (kJ/mol), in record order: 180.73 0.00